{"formula": "C27H26N4O4SSe2Zn", "method": "the ωB97M-V functional and the def2-TZVPD basis", "e_above_lowest_kj_mol": 92.91, "total_charge": 0, "homo_energy_ev": -6.88, "elements": ["Zn", "C", "O", "C", "C", "C", "C", "C", "C", "N", "N", "C", "O", "C", "C", "C", "C", "C", "C", "C", "O", "H", "H", "H", "H", "H", "H", "H", "H", "H", "H", "H", "H", "Se", "Se", "C", "C", "C", "C", "C", "N", "C", "C", "C", "C", "C", "N", "H", "H", "H", "H", "H", "H", "H", "H", "C", "S", "C", "O", "H", "H", "H", "H", "H", "H"], "xyz": [[11.7023, 12.3449, 8.9134], [10.3204, 7.4439, 8.4355], [11.3436, 7.7836, 9.3266], [12.4643, 8.2033, 8.6600], [13.4604, 7.3098, 8.4045], [14.6201, 7.6653, 7.7038], [14.7463, 8.9904, 7.3618], [13.8010, 9.9745, 7.7525], [14.0387, 11.3789, 7.3173], [13.4281, 12.3849, 7.7992], [13.8595, 13.6451, 7.5245], [13.0072, 14.5617, 7.9948], [11.9508, 14.3870, 8.6902], [13.3679, 15.9872, 7.5939], [12.8486, 17.0617, 8.3267], [13.0473, 18.3975, 7.9499], [13.7643, 18.6355, 6.8092], [14.2897, 17.5952, 6.0472], [14.1096, 16.2656, 6.4354], [12.6351, 9.6061, 8.4469], [11.7201, 10.3742, 8.9265], [10.0046, 8.2655, 7.7462], [9.4334, 7.2777, 9.0468], [10.5436, 6.5818, 7.8581], [13.3351, 6.2661, 8.6336], [15.2979, 6.9380, 7.4318], [15.6052, 9.3021, 6.7693], [14.9257, 11.5802, 6.7435], [12.2324, 16.8428, 9.1713], [12.6348, 19.1682, 8.5844], [13.7550, 19.6416, 6.4538], [14.8574, 17.7428, 5.1133], [14.4933, 15.4563, 5.8480], [9.0042, 11.1336, 10.2619], [9.0994, 13.2797, 11.0753], [10.8828, 13.2032, 11.7916], [11.1717, 13.7152, 13.0199], [12.5141, 13.7088, 13.4716], [13.4489, 13.0780, 12.7041], [13.0593, 12.5622, 11.4702], [11.8261, 12.6299, 11.0286], [8.8394, 11.5163, 8.4012], [7.6669, 11.1847, 7.7289], [7.5925, 11.3805, 6.3615], [8.7139, 11.9542, 5.7180], [9.7693, 12.3478, 6.5378], [9.8453, 12.1334, 7.8296], [10.4460, 14.2425, 13.5955], [12.7880, 14.3019, 14.2922], [14.4839, 12.9150, 12.9928], [13.8019, 12.1910, 10.7905], [6.8237, 10.7845, 8.3362], [6.6797, 11.1108, 5.8372], [8.7014, 12.2150, 4.6802], [10.5852, 12.9938, 6.1886], [5.5185, 15.8332, 5.9954], [7.1386, 16.4971, 5.7509], [7.5068, 17.1670, 7.3347], [8.0250, 15.3007, 5.5844], [4.7846, 16.5499, 6.3510], [5.6346, 15.0518, 6.7290], [5.3453, 15.3530, 5.0346], [7.0176, 18.1471, 7.4930], [8.5432, 17.3813, 7.3219], [7.2851, 16.4342, 8.0957]], "atomic_forces_ev_per_a": [[-0.16, -0.04, -0.11], [-1.59, 1.35, 0.28], [-0.01, 0.07, 0.01], [0.74, 0.22, 0.63], [0.26, -0.51, -0.77], [-1.71, 1.93, 0.65], [0.14, 0.37, -0.16], [0.29, 0.88, -1.18], [0.65, -1.27, 1.24], [-1.14, -0.10, 0.78], [-0.52, 1.12, -0.28], [1.12, 0.44, -0.75], [0.17, -0.44, -0.17], [-0.33, 0.10, 0.09], [0.19, -0.01, -0.39], [-0.12, -1.71, 0.73], [-0.14, 0.25, -0.77], [0.39, -0.78, -0.38], [-0.39, 0.69, 0.73], [-0.18, -0.96, 0.28], [-0.11, 0.41, -0.13], [0.65, -0.25, 0.33], [-0.02, -0.36, 0.04], [0.32, -0.94, -0.57], [-0.31, -0.23, 0.31], [1.49, -1.28, -0.53], [-0.11, 0.10, 0.11], [0.38, 0.01, -0.54], [-0.23, -0.19, 0.50], [-0.02, 0.24, -0.23], [0.57, 0.59, -0.32], [-0.44, 0.34, 0.58], [0.16, -0.26, -0.17], [-0.42, -0.49, 0.37], [-0.07, 0.32, 0.26], [0.10, -0.76, -0.68], [1.33, 0.69, 0.59], [-1.33, -0.16, -1.36], [0.67, -0.74, -0.33], [0.30, 0.28, 0.54], [-0.55, 0.35, -0.42], [-0.84, -0.14, 0.43], [-0.52, -0.55, 0.95], [0.93, 0.30, -0.47], [-0.93, -0.17, 1.37], [0.59, 1.27, -1.45], [0.25, -0.15, 0.44], [-0.57, 0.10, 0.27], [0.25, 0.29, 1.34], [-0.16, 0.45, 0.08], [0.20, -0.44, -0.23], [0.73, 0.28, -0.74], [0.24, 0.11, -0.10], [0.08, 0.00, -0.32], [-0.31, -0.52, -0.40], [0.24, -0.42, 0.30], [0.89, 0.26, -1.21], [-0.96, 0.70, 0.48], [-0.33, 0.15, 0.15], [-0.11, 0.15, -0.43], [-0.03, -0.40, 0.39], [-0.62, 0.21, 0.01], [-0.16, -0.65, -0.05], [1.20, -0.02, -0.04], [-0.09, -0.09, 0.40]]}

***

{"formula": "C27H26N6O2PtS2", "method": "the ωB97M-V functional and the def2-TZVPD basis", "e_above_lowest_kj_mol": 0.00, "total_charge": 0, "homo_energy_ev": -6.77, "elements": ["Pt", "N", "C", "C", "C", "C", "C", "C", "C", "C", "C", "C", "C", "C", "N", "C", "C", "C", "C", "N", "H", "H", "H", "H", "H", "H", "H", "H", "H", "H", "N", "C", "C", "C", "C", "N", "H", "H", "H", "H", "H", "H", "H", "H", "H", "H", "H", "H", "O", "S", "O", "N", "C", "S", "C", "C", "C", "C", "C", "C", "H", "H", "H", "H"], "xyz": [[-0.0201, 0.2274, -0.9887], [-4.9750, -4.9650, 6.3618], [-4.4810, -4.3479, 5.5282], [-3.8362, -3.5757, 4.4974], [-4.5636, -3.0830, 3.4187], [-3.9258, -2.3457, 2.4378], [-2.5537, -2.0969, 2.5024], [-1.8369, -2.5955, 3.5926], [-2.4690, -3.3251, 4.5827], [-1.8636, -1.3123, 1.4464], [-0.9655, -0.3304, 1.8606], [-0.7882, 0.1977, 3.1733], [0.1977, 1.1464, 3.0904], [0.6048, 1.1920, 1.7366], [-0.0871, 0.3242, 1.0102], [-2.1669, -1.5893, 0.1032], [-2.9475, -2.6687, -0.3851], [-3.0617, -2.5015, -1.7466], [-2.3355, -1.3417, -2.0573], [-1.7919, -0.7919, -0.9725], [-5.6258, -3.2767, 3.3546], [-4.4997, -1.9296, 1.6217], [-0.7687, -2.4351, 3.6382], [-1.9085, -3.7076, 5.4250], [-1.3575, -0.0735, 4.0465], [0.6082, 1.7375, 3.8931], [1.3708, 1.8180, 1.3057], [-3.3415, -3.4816, 0.2006], [-3.6019, -3.1264, -2.4390], [-2.2736, -0.8657, -3.0237], [0.1945, 0.2693, -3.0945], [0.2681, 1.6418, -3.6757], [-1.0433, 2.4240, -3.4594], [-0.8638, 3.7859, -2.7691], [-0.4404, 3.6960, -1.3059], [-1.2362, 2.6930, -0.5927], [1.0680, -0.2237, -3.2657], [-0.5263, -0.2456, -3.5871], [0.4722, 1.5596, -4.7457], [1.1104, 2.1543, -3.2204], [-1.7145, 1.8118, -2.8521], [-1.5317, 2.5876, -4.4217], [-1.8095, 4.3321, -2.8271], [-0.1097, 4.3648, -3.3087], [-0.5267, 4.6883, -0.8486], [0.6109, 3.4092, -1.2309], [-2.2296, 2.8211, -0.7576], [-1.0885, 2.7667, 0.4071], [3.0950, 2.5590, -2.3415], [3.1173, 1.9717, -1.0283], [2.9048, 2.8620, 0.0801], [2.0444, 0.7008, -0.9686], [2.6849, -0.4843, -0.7779], [1.8620, -1.9297, -0.7395], [4.1530, -0.3389, -0.6714], [5.0925, -1.3369, -0.4872], [6.4331, -0.9796, -0.4448], [6.8243, 0.3498, -0.5813], [5.8841, 1.3527, -0.7668], [4.5569, 0.9770, -0.8041], [4.7628, -2.3622, -0.3843], [7.1889, -1.7427, -0.3137], [7.8760, 0.6024, -0.5469], [6.1808, 2.3866, -0.8830]], "atomic_forces_ev_per_a": [[0.00, 0.51, -0.51], [-0.03, 0.00, -0.01], [0.04, 0.05, -0.05], [0.06, -0.01, 0.01], [-0.07, -0.01, 0.01], [-0.03, 0.15, 0.03], [-0.05, -0.03, 0.07], [0.04, -0.13, -0.14], [0.03, -0.01, 0.06], [0.18, 0.18, -0.02], [-0.17, -0.11, 0.05], [0.03, 0.05, -0.05], [0.04, 0.00, 0.09], [0.05, -0.12, 0.16], [-0.17, 0.20, 0.07], [-0.10, -0.21, 0.00], [0.12, 0.08, 0.03], [-0.04, -0.01, -0.08], [-0.36, 0.12, -0.02], [0.21, -0.15, 0.03], [0.00, 0.03, 0.01], [-0.01, -0.03, 0.00], [0.00, 0.00, 0.03], [0.01, -0.02, -0.03], [0.03, -0.03, -0.01], [-0.04, 0.04, -0.04], [-0.05, -0.01, -0.06], [-0.04, 0.04, 0.01], [0.03, 0.03, -0.02], [0.10, -0.04, -0.02], [-0.07, 0.24, 0.27], [-0.33, 0.18, -0.03], [0.15, -0.02, 0.07], [0.10, -0.27, 0.00], [-0.16, -0.06, 0.10], [-0.25, 0.59, 0.06], [0.00, -0.01, -0.03], [0.04, -0.13, 0.05], [0.08, -0.03, 0.00], [0.02, -0.07, 0.04], [-0.03, -0.01, -0.03], [-0.02, -0.03, 0.00], [0.01, 0.02, -0.07], [-0.09, 0.10, -0.02], [0.08, 0.07, -0.13], [-0.02, -0.02, 0.00], [0.01, 0.11, 0.02], [0.00, -0.06, -0.01], [0.15, 0.01, -0.03], [-0.47, 0.17, -0.12], [0.10, -0.04, 0.07], [0.46, -0.80, 0.27], [-0.59, -0.20, -0.22], [1.08, -0.32, 0.10], [0.08, 0.12, 0.02], [0.07, -0.08, 0.02], [-0.05, -0.01, -0.01], [0.04, -0.05, -0.01], [-0.04, 0.22, -0.02], [-0.17, -0.16, 0.04], [0.02, 0.00, -0.02], [-0.01, -0.01, 0.03], [-0.02, 0.01, 0.00], [-0.01, 0.00, 0.02]]}

***

{"formula": "C27H26NO6PSScSeSi", "method": "the ωB97M-V functional and the def2-TZVPD basis", "total_charge": -1, "homo_energy_ev": -5.39, "elements": ["Sc", "O", "C", "O", "C", "C", "C", "C", "C", "C", "P", "C", "C", "C", "C", "C", "C", "C", "C", "C", "C", "C", "C", "H", "H", "H", "H", "H", "H", "H", "H", "H", "H", "H", "H", "H", "H", "C", "Si", "C", "C", "C", "C", "C", "C", "N", "C", "S", "H", "H", "H", "H", "H", "H", "H", "H", "H", "H", "H", "H", "O", "Se", "O", "O", "O"], "xyz": [[-0.2450, 2.3845, 1.2867], [-4.2123, 2.6345, 2.5867], [-3.4386, 2.1439, 1.7861], [-2.1705, 2.3532, 1.7968], [-4.0054, 1.1771, 0.7272], [-5.3911, 1.0148, 0.7999], [-6.0838, 0.2016, -0.0767], [-5.3953, -0.4810, -1.0657], [-4.0270, -0.3332, -1.1494], [-3.3161, 0.4810, -0.2701], [-1.5165, 0.5735, -0.5370], [-1.3996, 0.9800, -2.3098], [-1.4686, 2.3185, -2.6802], [-1.4222, 2.6735, -4.0191], [-1.2888, 1.7005, -4.9970], [-1.1971, 0.3647, -4.6319], [-1.2529, 0.0098, -3.2966], [-0.9793, -1.1513, -0.5119], [0.1786, -1.4540, -1.2263], [0.7119, -2.7260, -1.1850], [0.0988, -3.7121, -0.4206], [-1.0428, -3.4111, 0.3005], [-1.5810, -2.1365, 0.2555], [-5.9010, 1.5635, 1.5787], [-7.1565, 0.1074, 0.0113], [-5.9179, -1.1174, -1.7640], [-3.4920, -0.8657, -1.9228], [-1.5326, 3.1013, -1.9317], [-1.4709, 3.7187, -4.2890], [-1.2430, 1.9818, -6.0401], [-1.0784, -0.4020, -5.3841], [-1.1646, -1.0348, -3.0195], [0.6680, -0.6971, -1.8279], [1.6147, -2.9399, -1.7408], [0.5173, -4.7077, -0.3797], [-1.5180, -4.1688, 0.9057], [-2.4733, -1.9165, 0.8260], [2.2055, -2.9893, 2.7684], [3.4817, -1.6305, 2.5463], [5.1147, -2.4341, 2.0560], [3.7694, -0.6969, 4.1483], [2.9612, -0.4308, 1.1949], [3.7537, -0.2292, 0.0743], [3.4272, 0.7162, -0.9073], [2.2780, 1.4589, -0.7221], [1.4786, 1.2342, 0.3201], [1.7908, 0.3425, 1.2692], [0.6293, 0.2450, 2.5705], [2.5114, -3.6468, 3.5792], [2.1199, -3.5801, 1.8637], [1.2248, -2.5891, 2.9941], [5.4066, -3.1410, 2.8240], [5.9163, -1.7132, 1.9569], [5.0379, -2.9828, 1.1226], [4.0927, -1.3902, 4.9219], [2.8708, -0.1919, 4.4872], [4.5443, 0.0532, 4.0171], [4.6632, -0.8011, -0.0378], [4.0690, 0.8960, -1.7584], [1.9697, 2.2521, -1.3935], [-0.0057, 3.8247, -0.1403], [1.1348, 4.7225, 0.7648], [0.6039, 6.2160, 1.0265], [0.9503, 3.7605, 2.1551], [2.5929, 4.4967, 0.1141]], "atomic_forces_ev_per_a": [[-0.26, -0.92, 0.08], [-0.06, -0.02, -0.15], [-0.11, -0.21, 0.25], [0.22, 0.02, -0.20], [-0.23, 0.19, 0.12], [-0.05, 0.02, 0.03], [0.03, 0.11, 0.13], [0.00, 0.01, 0.02], [-0.11, -0.13, -0.10], [0.03, -0.01, 0.00], [0.25, 0.60, 0.37], [-0.07, -0.15, -0.04], [0.01, 0.18, 0.05], [0.01, 0.01, -0.04], [0.01, 0.00, -0.03], [-0.01, 0.11, -0.06], [-0.17, -0.10, -0.16], [0.15, 0.10, -0.10], [0.28, -0.11, 0.22], [0.07, -0.20, 0.10], [0.12, 0.02, -0.08], [0.01, -0.08, 0.00], [-0.13, 0.05, 0.06], [-0.03, -0.01, 0.00], [-0.09, -0.01, 0.01], [-0.04, -0.07, -0.08], [0.08, -0.04, -0.07], [0.02, -0.09, 0.07], [-0.01, 0.06, -0.04], [0.00, 0.02, -0.06], [0.00, -0.05, -0.08], [-0.17, 0.16, -0.17], [0.05, -0.02, 0.17], [0.04, -0.06, -0.02], [0.04, -0.07, -0.01], [-0.04, -0.08, 0.06], [-0.04, 0.07, 0.02], [0.30, 0.16, 0.03], [-0.25, 0.12, 0.18], [-0.34, 0.10, -0.05], [-0.04, -0.19, -0.20], [0.39, -0.21, -0.19], [-0.15, 0.26, -0.18], [-0.07, -0.05, 0.19], [0.20, -0.24, -0.08], [-0.13, 0.53, 0.08], [-0.29, -0.18, 0.29], [-0.07, 0.10, -0.13], [0.03, -0.15, 0.14], [0.00, -0.18, -0.25], [-0.17, 0.15, 0.06], [0.07, -0.20, 0.24], [0.21, 0.25, -0.03], [-0.04, -0.12, -0.22], [0.07, -0.09, 0.16], [-0.15, 0.04, 0.00], [0.16, 0.12, -0.03], [0.15, -0.08, -0.04], [-0.01, -0.01, 0.01], [0.03, -0.02, 0.03], [0.13, 0.21, -0.13], [-0.17, -0.01, -0.09], [0.30, -0.21, -0.14], [0.24, 0.32, -0.03], [-0.22, 0.28, 0.14]]}

***

The records above yield molecular weight values of 725.91; 725.76; 675.55 g/mol, respectively.
The records above yield LUMO level values of -0.439; -1.158; 2.371 eV, respectively.
The records above yield HOMO-LUMO gap values of 6.445; 5.608; 7.765 eV, respectively.